Entry from the OMol25 dataset: a cluster of 14 separate species, C22H69N27O17 in total (ωB97M-V with the def2-TZVPD basis set).

Element x y z (Å)
C -2.5132 -1.3872 2.2854
C -3.0012 -1.1902 0.8695
O -3.4943 -0.1291 0.5403
O -2.8643 -2.1542 -0.0718
C -2.8176 -3.5403 0.3456
C -1.4339 -4.1302 0.6254
C -0.3314 -3.7289 -0.3706
C 0.2772 -2.3366 -0.2836
C 1.4870 -2.2097 -1.2415
C 0.9725 -2.2209 -2.6947
N 1.6566 -3.2381 -3.5246
C 1.2135 -4.5560 -3.2380
O 1.8350 -5.3172 -2.5397
O 0.0275 -4.8972 -3.8297
H -2.5921 -2.4000 2.6672
H -1.4890 -1.0221 2.3419
H -3.1116 -0.7342 2.9170
H -3.2357 -4.0992 -0.4882
H -3.5115 -3.6801 1.1756
H -1.5612 -5.2087 0.5001
H -1.1036 -4.0133 1.6516
H -0.7436 -3.8843 -1.3742
H 0.4917 -4.4341 -0.2141
H -0.4251 -1.5687 -0.6046
H 0.5821 -2.0750 0.7304
H 2.1532 -3.0570 -1.0818
H 1.9674 -1.2604 -1.0105
H 1.1712 -1.2594 -3.1644
H -0.1086 -2.3730 -2.7011
H 1.4217 -3.0504 -4.4986
H -0.5703 -5.2667 -3.1677
C 6.1326 -2.8147 -3.8690
O 7.2435 -2.3248 -4.0572
N 5.9183 -4.1595 -3.9011
N 5.0389 -2.0551 -3.6181
H 5.0179 -4.5751 -3.7459
H 6.7030 -4.7512 -4.1002
H 5.1602 -1.0588 -3.5884
H 4.1215 -2.4447 -3.4662
C -5.8290 -5.9837 -1.4978
O -4.6763 -5.6862 -1.2246
N -6.2922 -6.0060 -2.7771
N -6.7378 -6.3125 -0.5316
H -7.2360 -6.2434 -3.0155
H -5.6564 -5.7509 -3.5088
H -6.4215 -6.3018 0.4195
H -7.6895 -6.5573 -0.7274
C -4.8659 1.5015 4.0868
O -4.4446 0.4096 4.4405
N -5.3921 1.7211 2.8516
N -4.8439 2.5901 4.9165
H -5.7422 2.6114 2.5513
H -5.4014 0.9490 2.2091
H -4.4577 2.4588 5.8329
H -5.1919 3.4991 4.6569
C 8.4016 1.3641 -3.8731
O 7.7615 1.5905 -4.8961
N 9.0774 2.3451 -3.2013
N 8.4799 0.1168 -3.3353
H 9.6017 2.1719 -2.3657
H 9.0508 3.2839 -3.5661
H 7.9952 -0.6456 -3.8060
H 8.9933 -0.0789 -2.4969
C 11.1181 -4.3460 -2.7363
O 11.9679 -5.0656 -2.2441
N 9.7796 -4.6151 -2.6438
N 11.4233 -3.2038 -3.4250
H 9.0738 -4.0253 -3.0459
H 9.5095 -5.4429 -2.1476
H 12.3938 -2.9709 -3.5176
H 10.7326 -2.6048 -3.8390
C 7.8512 5.7604 -4.3017
O 9.0088 5.5723 -3.9440
N 7.0960 4.7746 -4.8547
N 7.2406 6.9748 -4.1583
H 6.1443 4.8935 -5.1444
H 7.5251 3.8676 -4.9598
H 7.7834 7.7201 -3.7620
H 6.2953 7.1636 -4.4337
C -8.6555 1.1132 6.9922
O -9.7993 1.1158 7.4119
N -8.0734 2.2175 6.4354
N -7.8547 0.0047 7.0390
H -7.1322 2.2376 6.0890
H -8.6280 3.0497 6.3708
H -8.2477 -0.8262 7.4386
H -6.9152 -0.0173 6.6869
C -6.7677 6.1620 6.0369
O -6.5959 5.8276 4.8715
N -5.7431 6.5303 6.8512
N -8.0096 6.1911 6.6095
H -5.8608 6.8241 7.8026
H -4.8207 6.5378 6.4586
H -8.7874 5.9303 6.0326
H -8.1740 6.4501 7.5635
C 5.9934 8.9956 -1.2096
O 5.8622 9.4483 -2.3345
N 5.4074 9.5765 -0.1174
N 6.7321 7.8774 -0.9542
H 5.5013 9.2231 0.8151
H 4.8588 10.4001 -0.2770
H 7.1718 7.4357 -1.7413
H 6.8566 7.4854 -0.0408
C -3.7665 9.9021 7.0020
O -4.2173 9.0810 7.7820
N -4.3442 10.1454 5.7879
N -2.6510 10.6413 7.2810
H -3.9940 10.8151 5.1303
H -5.1644 9.6155 5.5562
H -2.2078 10.4850 8.1667
H -2.2663 11.3227 6.6555
C -4.1114 2.3031 -3.1238
O -4.4955 2.5663 -4.2500
N -3.5793 3.2551 -2.2918
N -4.1739 1.0505 -2.5894
H -3.2593 3.0585 -1.3625
H -3.5161 4.1900 -2.6472
H -4.5570 0.3240 -3.1637
H -3.8614 0.8250 -1.6607
C -3.6355 -6.1491 -4.7770
O -4.5620 -5.3651 -4.8655
N -2.9142 -6.2952 -3.6217
N -3.2486 -6.9468 -5.8158
H -2.1645 -6.9529 -3.5175
H -3.1932 -5.7344 -2.8369
H -3.7600 -6.8604 -6.6737
H -2.4876 -7.5964 -5.7633
C 0.7001 -6.4541 2.8790
O -0.2104 -5.6552 3.0082
N 1.8530 -6.3763 3.6088
N 0.6399 -7.4917 1.9892
H 2.6136 -7.0217 3.5162
H 1.9259 -5.6262 4.2703
H -0.1965 -7.5787 1.4431
H 1.3763 -8.1594 1.8644

DFT total energy ... -3637.7655 hartree
HOMO level ... -9.49 eV
Orbital gap ... 9.567 eV